1.
C8H7N2O2S | wB97M-V/def2-TZVPD

Structure (ORCA input):
```
! wB97M-V def2-TZVPD RIJCOSX def2/J DEFGRID3
* xyz -1 1
C 1.91 1.30 -0.28
C 1.38 2.30 0.55
C 1.58 -0.01 -0.24
C 0.33 2.08 1.39
C 0.44 -0.21 0.50
C -0.13 0.79 1.25
C -0.29 -2.67 -0.16
C -0.46 -1.35 0.60
N -1.28 0.27 1.82
N -1.50 -1.01 1.26
O 0.05 -3.73 0.44
O -0.55 -2.58 -1.39
S -2.28 -0.41 -2.52
H 2.74 1.63 -0.84
H 1.84 3.20 0.38
H 2.05 -0.74 -0.93
H 0.01 2.79 2.16
H -2.21 0.81 2.05
H -2.15 -0.79 -3.89
H -1.48 -1.66 -2.15
*
```

Values from the calculation:
Lowest unoccupied orbital energy in eV: 3.25
E_HOMO in hartree: -0.18185
Energy above the lowest of the compared OMol25 structures with the same formula, charge and spin in kJ/mol: 113.1
E_tot in eV: -26320.585
HOMO-LUMO gap in eV: 8.2
M in g mol⁻¹: 195.22


2.
C4H14NO | wB97M-V/def2-TZVPD

Structure (ORCA input):
```
! wB97M-V def2-TZVPD RIJCOSX def2/J DEFGRID3
* xyz 1 1
C 1.25 1.54 -0.41
C 1.38 0.03 -0.40
C 0.56 -0.62 0.73
C 0.46 -2.11 0.81
N -0.35 1.92 -0.73
H 1.47 1.92 0.69
H 1.80 2.02 -1.26
H 1.10 -0.49 -1.44
H 2.49 -0.22 -0.43
H 0.82 -0.07 1.71
H -0.52 -0.29 0.68
H 0.79 -2.45 -0.21
H -0.53 -2.46 0.95
H 1.12 -2.72 1.47
H -0.57 0.99 -1.09
H -0.60 2.68 -1.49
H -0.73 2.24 0.17
H -2.38 -1.35 -0.64
H -2.75 -1.14 0.96
O -2.61 -0.65 0.09
*
```

Values from the calculation:
Lowest unoccupied orbital energy in eV: -3.50
E_HOMO in hartree: -0.53739
Energy above the lowest of the compared OMol25 structures with the same formula, charge and spin in kJ/mol: 217.3
E_tot in eV: -7904.703
HOMO-LUMO gap in eV: 11.1
M in g mol⁻¹: 92.16


3.
Be2H18O17S2Tl | wB97M-V/def2-TZVPD

Structure (ORCA input):
```
! wB97M-V def2-TZVPD RIJCOSX def2/J DEFGRID3
* xyz 2 2
Be -2.50 2.08 -0.43
Be -1.81 -1.61 -1.98
Tl 1.80 3.30 -1.39
S -0.20 0.09 0.11
O 0.00 1.52 -0.05
O -1.62 -0.07 0.00
O 0.30 -0.74 -0.99
O 0.34 -0.39 1.38
S -1.36 1.19 -3.25
O -0.66 -0.02 -3.59
O -0.57 2.09 -2.44
O -1.92 1.91 -4.35
O -2.45 0.78 -2.37
O 0.96 0.98 3.46
H 0.92 0.23 4.05
H 0.55 0.68 2.65
O -3.91 -2.06 -0.61
H -3.68 -2.02 0.31
H -4.69 -2.61 -0.65
O -0.09 -2.50 2.81
H 0.04 -1.77 2.21
H 0.63 -2.44 3.43
O 3.32 1.31 0.32
H 3.12 0.46 0.71
H 4.08 1.62 0.80
O -2.48 -1.23 2.27
H -2.15 -0.54 1.70
H -1.69 -1.69 2.57
O 2.22 0.49 -2.48
H 2.16 0.19 -3.38
H 1.72 -0.15 -1.97
O 1.86 -2.86 -1.69
H 1.31 -2.12 -1.44
H 1.87 -3.43 -0.92
O 2.86 -1.12 1.30
H 1.92 -0.98 1.42
H 2.93 -2.02 0.99
O -0.99 4.16 0.28
H -1.30 5.01 -0.02
H -0.83 4.27 1.21
*
```

Values from the calculation:
Lowest unoccupied orbital energy (spin up / spin down) in eV: -11.50 / -11.54
⟨S²⟩: 0.762
E_HOMO (spin up / spin down) in hartree: -0.57101 / -0.57099
E_tot in eV: -62243.057
HOMO-LUMO gap (spin up / spin down) in eV: 4.0 / 4.0
M in g mol⁻¹: 576.67


4.
C5H13N2 | wB97M-V/def2-TZVPD

Structure (ORCA input):
```
! wB97M-V def2-TZVPD RIJCOSX def2/J DEFGRID3
* xyz 1 1
N -0.36 0.04 0.81
C -0.34 -0.12 -0.62
C 0.94 -0.96 -0.78
C 2.12 -0.24 -0.16
C 3.41 -0.12 -0.52
C -1.56 -0.81 -1.41
N -2.55 0.28 -1.03
H -1.11 -0.50 1.31
H -0.23 0.88 -1.22
H -2.37 0.63 -0.08
H -1.06 3.50 5.49
H 1.06 -1.47 -1.79
H 0.59 -1.86 -0.07
H 1.75 -0.10 0.90
H 4.01 -0.53 -1.35
H 4.12 0.52 0.10
H -1.49 -0.80 -2.52
H -1.80 -1.82 -0.76
H -1.63 3.46 4.92
H -3.50 0.05 -1.22
*
```

Values from the calculation:
Lowest unoccupied orbital energy in eV: -8.85
E_HOMO in hartree: -0.51188
Energy above the lowest of the compared OMol25 structures with the same formula, charge and spin in kJ/mol: 968.5
E_tot in eV: -8360.772
HOMO-LUMO gap in eV: 5.1
M in g mol⁻¹: 101.17


5.
C30H27N6O2PSSe3Sn | wB97M-V/def2-TZVPD

Structure (ORCA input):
```
! wB97M-V def2-TZVPD RIJCOSX def2/J DEFGRID3
* xyz 2 1
Sn 0.41 -1.43 -1.91
N 6.33 2.22 3.59
C 5.41 1.35 3.12
C 4.35 1.80 2.30
C 3.45 0.90 1.78
C 3.57 -0.45 2.09
C 4.60 -0.92 2.90
C 5.50 -0.03 3.42
S 2.55 -1.58 1.27
O 2.71 -2.97 1.55
O 1.11 -1.20 1.98
N 2.13 -1.18 -0.23
C 3.21 -1.45 -1.09
N 4.39 -1.70 -0.53
C 5.41 -2.01 -1.33
C 5.25 -2.05 -2.71
C 4.00 -1.76 -3.20
N 2.96 -1.48 -2.40
H 6.28 3.20 3.37
H 7.09 1.90 4.16
H 4.27 2.85 2.07
H 2.66 1.24 1.12
H 4.68 -1.98 3.10
H 6.31 -0.38 4.05
H 6.34 -2.24 -0.85
H 6.07 -2.29 -3.36
H 3.78 -1.74 -4.27
Se -1.72 0.13 -1.15
P -1.35 0.99 -3.15
Se 0.71 0.41 -3.76
C -1.50 2.79 -3.11
C -0.66 3.57 -3.90
C -0.85 4.94 -3.94
C -1.87 5.52 -3.21
C -2.70 4.74 -2.41
C -2.51 3.37 -2.35
C -2.57 0.41 -4.35
C -2.19 0.14 -5.66
C -3.15 -0.24 -6.59
C -4.48 -0.34 -6.20
C -4.86 -0.06 -4.90
C -3.91 0.31 -3.96
H 0.14 3.11 -4.47
H -0.21 5.56 -4.56
H -2.02 6.59 -3.25
H -3.49 5.20 -1.84
H -3.14 2.75 -1.72
H -1.15 0.22 -5.95
H -2.86 -0.45 -7.61
H -5.22 -0.64 -6.93
H -5.90 -0.13 -4.61
H -4.19 0.52 -2.94
C -3.09 -3.63 2.39
N -2.46 -2.59 3.20
C -1.29 -2.01 2.96
Se -0.12 -2.47 1.55
N -1.04 -1.09 3.89
C -2.10 -1.06 4.80
C -2.34 -0.31 5.94
C -3.52 -0.56 6.60
C -4.43 -1.52 6.16
C -4.19 -2.28 5.03
C -3.01 -2.03 4.35
H -2.44 -3.88 1.55
H -4.04 -3.28 2.01
H -3.25 -4.52 2.99
H -0.20 -0.53 3.92
H -1.63 0.42 6.30
H -3.76 0.01 7.49
H -5.34 -1.69 6.71
H -4.89 -3.04 4.69
*
```

Values from the calculation:
Lowest unoccupied orbital energy in eV: -5.71
E_HOMO in hartree: -0.46469
Energy above the lowest of the compared OMol25 structures with the same formula, charge and spin in kJ/mol: 156.4
E_tot in eV: -266565.934
HOMO-LUMO gap in eV: 6.9
M in g mol⁻¹: 922.22


6.
C9H17N2O2 | wB97M-V/def2-TZVPD

Structure (ORCA input):
```
! wB97M-V def2-TZVPD RIJCOSX def2/J DEFGRID3
* xyz 1 1
C -1.46 0.30 3.52
C -2.28 0.21 2.18
O -1.33 -0.33 1.19
C -1.35 -0.05 -0.06
O -2.08 0.84 -0.48
C -0.15 -0.54 -0.85
C -0.06 -2.04 -1.02
N 0.02 0.21 -2.15
C 0.43 -0.33 -3.46
C 1.00 0.42 -1.09
C 2.49 0.48 -1.15
N 1.61 1.54 -0.53
C 1.52 2.07 0.83
H -0.87 -0.55 3.70
H -0.87 1.20 3.53
H -2.10 0.25 4.45
H -2.66 1.24 1.92
H -3.12 -0.43 2.13
H 0.71 -2.15 -1.65
H -1.05 -2.42 -1.40
H 0.11 -2.53 0.06
H -0.68 1.01 -2.25
H 1.24 -0.97 -3.30
H -0.36 -0.80 -3.88
H 0.98 0.53 -3.94
H 3.07 -0.05 -0.35
H 3.10 0.85 -2.04
H 2.05 1.54 1.57
H 1.77 3.05 0.91
H 0.57 1.82 1.22
*
```

Values from the calculation:
Lowest unoccupied orbital energy in eV: -2.63
SMILES: CCOC(=O)[C@@]1(C)[N@H+](C)[C@]12CN2C
E_HOMO in hartree: -0.49073
Energy above the lowest of the compared OMol25 structures with the same formula, charge and spin in kJ/mol: 394.7
E_tot in eV: -16673.580
HOMO-LUMO gap in eV: 10.7
M in g mol⁻¹: 185.25


7.
C29H26IrN6O14Se | wB97M-V/def2-TZVPD

Structure (ORCA input):
```
! wB97M-V def2-TZVPD RIJCOSX def2/J DEFGRID3
* xyz -1 5
Ir -1.14 -0.41 -1.12
O 2.02 2.46 -0.60
C 1.45 1.42 -0.91
O 0.17 1.27 -0.87
C 2.29 0.24 -1.34
C 3.57 0.52 -1.77
C 4.41 -0.50 -2.20
C 4.00 -1.81 -2.18
C 2.74 -2.10 -1.71
C 1.83 -1.11 -1.29
O 0.65 -1.43 -0.85
N 2.40 -3.53 -1.63
O 1.69 -3.90 -0.72
O 2.88 -4.26 -2.47
N 5.76 -0.18 -2.66
O 6.11 0.98 -2.64
O 6.46 -1.10 -3.03
H 3.90 1.55 -1.77
H 4.65 -2.61 -2.52
O -4.09 -3.14 -2.23
C -3.52 -2.07 -2.23
O -2.73 -1.69 -1.26
C -3.73 -1.09 -3.36
C -4.64 -1.48 -4.33
C -4.91 -0.67 -5.42
C -4.28 0.56 -5.57
C -3.41 0.95 -4.59
C -3.06 0.16 -3.47
O -2.16 0.60 -2.65
N -2.80 2.28 -4.75
O -2.81 3.02 -3.80
O -2.31 2.54 -5.84
N -5.88 -1.09 -6.42
O -6.43 -2.17 -6.27
O -6.08 -0.35 -7.37
H -5.13 -2.44 -4.22
H -4.48 1.19 -6.42
C -1.55 2.66 4.48
C -1.93 3.72 3.45
C -0.80 4.16 2.53
C -0.46 3.19 1.41
N 0.13 1.94 1.89
C -0.43 0.73 1.85
Se -2.14 0.31 1.23
N 0.45 -0.18 2.33
C 0.12 -1.62 2.38
C 0.98 -2.46 3.30
C 0.31 -3.82 3.55
C 0.08 -4.62 2.27
C 1.65 0.47 2.62
C 2.90 0.05 3.08
C 3.89 1.00 3.22
C 3.66 2.35 2.93
C 2.43 2.78 2.48
C 1.44 1.82 2.35
H -2.31 2.58 5.26
H -0.60 2.91 4.97
H -1.44 1.67 4.03
H -2.30 4.60 3.99
H -2.77 3.36 2.85
H 0.09 4.38 3.12
H -1.08 5.10 2.03
H 0.25 3.61 0.69
H -1.35 2.91 0.85
H 0.15 -2.00 1.36
H -0.92 -1.66 2.72
H 1.14 -1.95 4.25
H 1.96 -2.63 2.84
H -0.63 -3.65 4.06
H 0.95 -4.39 4.23
H -0.70 -4.18 1.65
H -0.24 -5.64 2.51
H 0.98 -4.68 1.67
H 3.11 -0.99 3.30
H 4.87 0.69 3.57
H 4.47 3.06 3.03
H 2.26 3.81 2.20
*
```

Values from the calculation:
Lowest unoccupied orbital energy (spin up / spin down) in eV: 1.67 / 0.46
⟨S²⟩: 6.013
E_HOMO (spin up / spin down) in hartree: -0.19289 / -0.24258
Energy above the lowest of the compared OMol25 structures with the same formula, charge and spin in kJ/mol: 0.0
E_tot in eV: -136277.666
HOMO-LUMO gap (spin up / spin down) in eV: 6.9 / 7.1
M in g mol⁻¹: 953.73


8.
C4H2FIO | wB97M-V/def2-TZVPD

Structure (ORCA input):
```
! wB97M-V def2-TZVPD RIJCOSX def2/J DEFGRID3
* xyz 0 1
C -0.06 0.39 -0.86
C 0.49 0.58 0.40
C -0.06 1.38 -1.79
C 1.62 2.22 1.64
O 0.91 1.77 0.53
F -0.46 1.12 -3.03
I 2.34 4.09 1.34
H -0.51 -0.60 -1.15
H 0.63 -0.29 1.17
*
```

Values from the calculation:
Lowest unoccupied orbital energy (spin up / spin down) in eV: -1.65 / -1.66
E_HOMO (spin up / spin down) in hartree: -0.29841 / -0.29523
Energy above the lowest of the compared OMol25 structures with the same formula, charge and spin in kJ/mol: 519.8
E_tot in eV: -17038.303
HOMO-LUMO gap (spin up / spin down) in eV: 6.5 / 6.4
M in g mol⁻¹: 211.96


9.
C4H8N6O2 | wB97M-V/def2-TZVPD

Structure (ORCA input):
```
! wB97M-V def2-TZVPD RIJCOSX def2/J DEFGRID3
* xyz 0 1
H 1.12 3.14 -1.16
N 1.53 2.32 -0.71
N 0.52 1.66 -0.34
N 0.67 0.63 0.52
N 1.81 0.15 1.11
C 2.83 -0.58 0.51
O 2.81 -1.14 -0.55
N -0.29 -0.33 0.61
C -0.56 -1.11 -0.60
C -2.06 -0.99 -0.90
C -2.58 0.00 0.27
O -3.70 0.43 0.31
N -1.51 0.24 1.01
H 1.92 0.61 2.01
H 3.75 -0.63 1.14
H -0.09 -2.14 -0.72
H 0.01 -0.64 -1.48
H -2.62 -1.92 -0.84
H -2.16 -0.62 -1.85
H -1.40 0.94 1.66
*
```

Values from the calculation:
Lowest unoccupied orbital energy in eV: 0.66
SMILES: [H]/N=N/N(NC=O)N1CCC(=O)N1
E_HOMO in hartree: -0.33049
Energy above the lowest of the compared OMol25 structures with the same formula, charge and spin in kJ/mol: 168.3
E_tot in eV: -17308.385
HOMO-LUMO gap in eV: 9.6
M in g mol⁻¹: 172.15


10.
C27H40N3O4S | wB97M-V/def2-TZVPD

Structure (ORCA input):
```
! wB97M-V def2-TZVPD RIJCOSX def2/J DEFGRID3
* xyz 1 1
C -5.83 0.29 -3.35
C -5.57 -1.17 -2.96
C -4.71 -1.37 -1.72
O -3.31 -1.62 -2.02
N -2.66 -0.39 -2.25
C -1.87 -0.12 -1.11
N -1.44 -1.16 -0.33
N -1.55 1.11 -0.86
C -1.95 2.31 -1.63
C -3.31 2.82 -1.15
C -3.93 3.92 -2.04
C -3.08 4.47 -3.17
O -1.91 5.09 -2.64
S -1.60 -0.53 -3.67
C -2.29 -1.83 -4.63
O -1.75 0.70 -4.40
O -0.32 -0.88 -3.15
H -6.90 0.49 -3.44
H -5.37 0.55 -4.31
H -5.43 0.98 -2.61
H -6.51 -1.69 -2.79
H -5.07 -1.70 -3.78
H -4.77 -0.50 -1.05
H -5.00 -2.26 -1.17
H -2.14 -1.52 0.31
H -0.61 -0.91 0.19
H -0.98 1.27 -0.04
H -1.19 3.07 -1.46
H -1.93 2.08 -2.69
H -3.18 3.21 -0.14
H -4.01 1.98 -1.06
H -4.84 3.53 -2.51
H -4.23 4.76 -1.41
H -3.68 5.22 -3.71
H -2.83 3.70 -3.91
H -1.18 4.97 -3.26
H -2.58 -2.68 -4.01
H -3.12 -1.41 -5.19
H -1.46 -2.08 -5.29
C 4.37 -0.67 -0.15
C 4.09 -1.51 0.92
C 2.85 -2.12 1.02
C 1.89 -1.90 0.03
C 2.17 -1.05 -1.03
C 3.41 -0.44 -1.13
H 5.34 -0.20 -0.22
H 4.84 -1.68 1.69
H 2.63 -2.77 1.85
H 0.93 -2.40 0.10
H 1.39 -0.87 -1.76
H 3.63 0.22 -1.96
C 6.52 0.50 2.82
C 7.57 -0.22 2.26
C 8.64 -0.61 3.05
C 8.68 -0.27 4.39
C 7.64 0.46 4.95
C 6.56 0.84 4.17
H 5.68 0.81 2.21
H 7.54 -0.49 1.21
H 9.46 -1.17 2.61
H 9.52 -0.57 5.01
H 7.66 0.72 6.00
H 5.75 1.41 4.60
C -0.81 -2.18 3.15
C -1.39 -2.53 4.36
C -0.96 -1.91 5.53
C 0.03 -0.93 5.48
C 0.60 -0.58 4.26
C 0.18 -1.21 3.09
H -1.13 -2.68 2.24
H -2.15 -3.29 4.40
H -1.40 -2.18 6.48
H 0.35 -0.45 6.39
H 1.37 0.17 4.22
H 0.63 -0.94 2.15
*
```

Values from the calculation:
Lowest unoccupied orbital energy in eV: -3.75
E_HOMO in hartree: -0.39744
E_tot in eV: -52134.388
HOMO-LUMO gap in eV: 7.1
M in g mol⁻¹: 502.70


11.
C3H8N2 | wB97M-V/def2-TZVPD

Structure (ORCA input):
```
! wB97M-V def2-TZVPD RIJCOSX def2/J DEFGRID3
* xyz 0 1
C -1.84 -0.25 0.45
N -0.87 0.73 0.05
C 0.36 0.45 -0.14
C 0.97 -0.93 -0.18
N 1.21 1.48 -0.47
H -1.51 -0.93 1.24
H -2.76 0.26 0.72
H -1.93 -0.73 -0.57
H 1.89 -0.93 -0.76
H 0.27 -1.64 -0.63
H 1.17 -1.27 0.83
H 2.19 1.35 -0.27
H 0.85 2.40 -0.28
*
```

Values from the calculation:
Lowest unoccupied orbital energy in eV: 1.05
SMILES: C/N=C(\C)N
E_HOMO in hartree: -0.30922
Energy above the lowest of the compared OMol25 structures with the same formula, charge and spin in kJ/mol: 129.2
E_tot in eV: -6220.508
HOMO-LUMO gap in eV: 9.5
M in g mol⁻¹: 72.11


12.
C4H4CrLiO5 | wB97M-V/def2-TZVPD

Structure (ORCA input):
```
! wB97M-V def2-TZVPD RIJCOSX def2/J DEFGRID3
* xyz 2 4
O -2.37 0.79 -0.31
C -1.71 -0.08 0.28
O -2.04 -1.33 0.15
O -0.68 0.28 1.01
C -0.03 -0.60 1.97
C 0.73 -1.77 1.37
H -0.80 -0.95 2.67
H 0.61 0.11 2.52
H 1.66 -1.45 0.87
H 1.06 -2.39 2.23
O 1.95 -5.25 -1.78
O 0.04 -4.32 -0.86
C 0.95 -4.85 -1.36
Li -3.53 -0.63 -1.02
Cr -0.70 -2.75 0.22
*
```

Values from the calculation:
Lowest unoccupied orbital energy (spin up / spin down) in eV: -11.83 / -9.85
⟨S²⟩: 4.136
E_HOMO (spin up / spin down) in hartree: -0.69700 / -0.69916
E_tot in eV: -43059.447
HOMO-LUMO gap (spin up / spin down) in eV: 7.1 / 9.2
M in g mol⁻¹: 191.01